(P)
The following is a quantum chemistry calculation of an isolated molecule of C2H4Cl2S, from OMol25.

Output
structure (SMILES)	CC(S)(Cl)Cl
highest occupied orbital energy	-9.65	eV

Each line ends with the Löwdin charge.
Atoms and positions in Å:
C (0.615, -0.303, -0.254)  -0.225
C (-0.001, -1.057, 0.947)  -1.558
S (-1.907, -0.939, 1.172)  0.585
Cl (0.745, -0.349, 2.473)  0.493
Cl (0.216, -2.742, 0.825)  0.603
H (0.632, -0.948, -1.112)  0.050
H (0.046, 0.679, -0.450)  0.105
H (1.664, -0.031, -0.126)  0.063
H (-1.973, 0.158, 2.051)  -0.115

=====

(Q)
The following is a quantum chemistry calculation of C2H4Cl2S as an isolated structure, from OMol25.

Output
highest occupied orbital energy	-9.00	eV

Each line ends with the Löwdin charge.
Atoms and positions in Å:
C (0.971, 1.294, -0.345)  -0.482
C (-1.023, -1.080, -0.308)  -1.021
S (-1.401, -1.880, 1.152)  0.727
Cl (1.260, 0.297, 1.095)  0.481
Cl (-2.448, -0.794, -1.149)  0.519
H (1.856, 1.864, -0.567)  0.032
H (0.098, 1.826, -0.340)  0.007
H (0.928, 0.480, -1.019)  -0.019
H (-0.240, -2.008, 1.481)  -0.245

=====

Which one is most stable, and which one is least stable? (P) is the most stable of them, while (Q) is the least stable.

=====

(P)
The following is a quantum chemistry calculation of C30H27MoN2O3P2S2 as an isolated structure, from OMol25.

Output
net charge	+1
spin multiplicity	3
highest occupied orbital energy (alpha / beta)	-10.54 / -11.09	eV

Each line ends with the Mulliken spin population.
Atoms and positions in Å:
Mo (0.286, 0.021, 0.465)  1.119
S (2.516, 0.457, 1.581)  0.036
P (2.204, 2.262, 0.694)  0.043
C (0.823, 1.918, -0.346)  0.469
P (-0.671, 2.807, -0.038)  -0.011
S (-1.355, 1.795, 1.567)  0.134
C (-0.549, 4.583, 0.273)  0.007
C (-0.112, 5.380, -0.787)  0.000
C (0.019, 6.747, -0.610)  0.006
C (-0.317, 7.319, 0.611)  -0.001
C (-0.786, 6.529, 1.649)  0.001
C (-0.890, 5.155, 1.490)  -0.001
C (-1.692, 2.733, -1.522)  -0.012
C (-2.906, 3.418, -1.523)  0.003
C (-3.649, 3.491, -2.689)  -0.001
C (-3.175, 2.893, -3.850)  0.002
C (-1.971, 2.205, -3.845)  0.006
C (-1.222, 2.124, -2.680)  0.024
C (3.585, 2.676, -0.385)  0.032
C (4.819, 2.046, -0.290)  0.005
C (5.826, 2.396, -1.177)  0.002
C (5.599, 3.364, -2.145)  0.003
C (4.362, 3.989, -2.240)  0.011
C (3.348, 3.641, -1.365)  -0.016
C (2.154, 3.494, 2.025)  0.006
C (1.572, 3.159, 3.246)  0.009
C (1.589, 4.072, 4.287)  -0.002
C (2.206, 5.305, 4.119)  0.001
C (2.799, 5.629, 2.909)  0.000
C (2.770, 4.731, 1.855)  -0.003
H (0.091, 4.927, -1.752)  -0.005
H (0.353, 7.366, -1.432)  0.000
H (-0.217, 8.388, 0.747)  0.000
H (-1.065, 6.982, 2.591)  0.000
H (-1.256, 4.533, 2.298)  -0.003
H (-3.266, 3.885, -0.613)  0.001
H (-4.590, 4.025, -2.698)  0.000
H (-3.749, 2.966, -4.764)  0.000
H (-1.610, 1.737, -4.751)  0.000
H (-0.281, 1.589, -2.664)  -0.015
H (4.983, 1.287, 0.464)  0.002
H (6.788, 1.907, -1.117)  0.000
H (6.387, 3.626, -2.839)  0.000
H (4.184, 4.737, -3.001)  0.000
H (2.369, 4.100, -1.433)  -0.008
H (1.123, 2.186, 3.387)  0.002
H (1.140, 3.805, 5.235)  0.000
H (2.232, 6.010, 4.940)  0.000
H (3.291, 6.586, 2.786)  0.000
H (3.248, 4.980, 0.916)  0.001
C (-1.780, -2.677, 3.300)  -0.001
C (-1.286, -1.910, 2.126)  0.033
N (-0.150, -1.272, 2.125)  -0.025
O (0.527, -1.354, 3.312)  0.000
C (-2.043, -1.711, 0.900)  0.064
C (-3.352, -2.325, 0.538)  -0.002
N (-1.357, -0.900, 0.170)  -0.002
O (-1.445, -0.223, -0.909)  -0.001
H (-0.948, -3.164, 3.802)  0.001
H (-2.529, -3.409, 3.006)  0.000
H (-2.237, -1.985, 4.012)  0.004
H (1.394, -0.963, 3.143)  0.000
H (-4.154, -1.937, 1.167)  0.004
H (-3.312, -3.406, 0.665)  0.002
H (-3.584, -2.100, -0.501)  -0.001
O (1.600, -2.315, -1.109)  0.096
C (1.179, -1.443, -0.525)  -0.018

=====

(Q)
The following is a quantum chemistry calculation of C30H27MoN2O3P2S2 as an isolated structure, from OMol25.

Output
net charge	+1
spin multiplicity	3
highest occupied orbital energy (alpha / beta)	-10.73 / -11.28	eV

Each line ends with the Mulliken spin population.
Atoms and positions in Å:
Mo (1.526, 0.524, -1.341)  2.073
S (1.451, -1.931, -1.453)  0.042
P (0.278, -1.533, 0.186)  0.007
C (0.350, 0.166, 0.228)  -0.136
P (-0.463, 1.651, 0.418)  0.010
S (0.441, 2.747, -1.063)  0.024
C (-2.232, 1.483, 0.162)  0.014
C (-2.899, 2.141, -0.862)  -0.001
C (-4.261, 1.930, -1.041)  0.001
C (-4.945, 1.065, -0.202)  -0.001
C (-4.279, 0.409, 0.827)  0.000
C (-2.923, 0.615, 1.011)  0.000
C (-0.192, 2.414, 2.023)  -0.003
C (-1.238, 2.942, 2.773)  -0.001
C (-0.976, 3.505, 4.015)  0.001
C (0.322, 3.541, 4.502)  0.000
C (1.370, 3.025, 3.747)  0.000
C (1.119, 2.465, 2.508)  0.010
C (-1.386, -2.179, -0.050)  0.008
C (-2.053, -2.828, 0.984)  -0.001
C (-3.367, -3.241, 0.803)  0.000
C (-4.011, -2.997, -0.399)  0.000
C (-3.346, -2.343, -1.432)  -0.001
C (-2.035, -1.939, -1.261)  -0.005
C (0.968, -2.294, 1.651)  0.022
C (1.186, -3.671, 1.681)  -0.003
C (1.722, -4.252, 2.815)  -0.001
C (2.045, -3.461, 3.913)  0.001
C (1.837, -2.091, 3.879)  -0.001
C (1.298, -1.501, 2.744)  -0.007
H (-2.361, 2.824, -1.507)  -0.001
H (-4.785, 2.447, -1.834)  0.000
H (-6.006, 0.905, -0.345)  0.000
H (-4.816, -0.264, 1.482)  0.000
H (-2.403, 0.104, 1.814)  0.000
H (-2.253, 2.918, 2.399)  0.000
H (-1.788, 3.916, 4.600)  0.000
H (0.522, 3.979, 5.471)  0.000
H (2.384, 3.067, 4.123)  0.000
H (1.941, 2.087, 1.906)  -0.004
H (-1.552, -3.016, 1.925)  0.000
H (-3.882, -3.757, 1.602)  0.000
H (-5.033, -3.323, -0.538)  0.000
H (-3.851, -2.160, -2.371)  0.000
H (-1.505, -1.449, -2.070)  0.008
H (0.943, -4.282, 0.819)  0.000
H (1.896, -5.320, 2.845)  0.000
H (2.468, -3.919, 4.798)  0.000
H (2.100, -1.479, 4.730)  0.000
H (1.148, -0.428, 2.702)  -0.001
C (2.236, 0.875, -5.815)  -0.003
C (2.332, 0.766, -4.336)  0.084
N (1.306, 0.802, -3.560)  -0.021
O (0.105, 0.945, -4.210)  -0.001
C (3.628, 0.643, -3.609)  0.077
C (4.963, 0.621, -4.261)  0.001
N (3.403, 0.598, -2.357)  -0.092
O (4.341, 0.531, -1.381)  0.002
H (1.637, 1.746, -6.084)  0.004
H (1.724, -0.001, -6.217)  0.005
H (3.217, 0.953, -6.272)  -0.001
H (-0.489, 1.318, -3.539)  0.003
H (5.021, -0.194, -4.984)  0.005
H (5.740, 0.490, -3.513)  0.000
H (5.139, 1.556, -4.796)  0.005
O (3.833, 0.579, 0.854)  0.038
C (3.395, 0.562, -0.235)  -0.161

=====

Which one is most stable, and which one is least stable? (Q) is the most stable of them, while (P) is the least stable.

=====

(P)
The following is a quantum chemistry calculation of a 2-piece molecular cluster, C3H2NO3 overall, from OMol25.

Output
net charge	-1
highest occupied orbital energy	-3.04	eV

Each line ends with the Löwdin charge.
Atoms and positions in Å:
C (-1.160, -0.711, 0.041)  -0.592
C (1.993, 0.148, -0.080)  -0.550
C (-0.299, 0.227, 0.591)  -0.129
N (-1.457, 0.644, -0.348)  -0.007
O (1.991, 0.547, -1.192)  0.076
O (-1.708, -1.780, -0.118)  -0.005
O (2.425, -0.461, 0.830)  0.076
H (-0.407, 0.566, 1.646)  0.066
H (-1.379, 0.820, -1.369)  0.065

=====

(Q)
The following is a quantum chemistry calculation of a 2-piece molecular cluster, C3H2NO3 overall, from OMol25.

Output
net charge	-1
highest occupied orbital energy	-2.85	eV

Each line ends with the Löwdin charge.
Atoms and positions in Å:
C (1.293, 1.188, -0.168)  -0.203
C (-0.591, -0.621, 0.707)  -0.427
C (1.562, -0.904, 0.085)  -0.422
N (0.467, -1.414, 0.587)  0.049
O (1.613, 2.056, 0.614)  -0.080
O (-0.727, 0.537, 0.324)  -0.071
O (2.621, -1.338, -0.276)  -0.007
H (0.967, 1.426, -1.207)  0.062
H (-1.436, -1.147, 1.202)  0.099

=====

(R)
The following is a quantum chemistry calculation of a 2-piece molecular cluster, C3H2NO3 overall, from OMol25.

Output
net charge	-1
highest occupied orbital energy	-4.18	eV

Each line ends with the Löwdin charge.
Atoms and positions in Å:
C (1.895, -0.079, 0.276)  -0.641
C (-1.941, -0.154, 0.114)  -0.461
C (-0.129, 1.035, -1.168)  0.050
N (-1.116, 0.655, -0.536)  -0.013
O (1.711, 0.600, 1.286)  -0.073
O (-2.569, 0.075, 1.098)  0.023
O (1.358, -0.150, -0.832)  -0.137
H (2.728, -0.795, 0.359)  0.091
H (-1.937, -1.187, -0.597)  0.162

=====

(S)
The following is a quantum chemistry calculation of a 2-piece molecular cluster, C3H2NO3 overall, from OMol25.

Output
net charge	-1
highest occupied orbital energy	-3.23	eV

Each line ends with the Löwdin charge.
Atoms and positions in Å:
C (-2.273, 0.453, -0.788)  -0.458
C (1.379, -0.164, -0.083)  -0.693
C (1.442, -0.175, 1.338)  -0.098
N (-1.855, -0.331, 0.003)  0.200
O (0.984, 0.041, -1.202)  0.013
O (-3.016, 0.898, -1.548)  0.118
O (2.344, -0.999, 0.376)  -0.099
H (1.878, 0.727, 1.532)  -0.038
H (-0.883, -0.451, 0.372)  0.056

=====

Which one is most stable, and which one is least stable? (Q) is the most stable of them, while (S) is the least stable.